Record 1
Formula: C44H76Cl2O36
Source: the OMol25 dataset
Level of theory: ωB97M-V/def2-TZVPD

Results
Lowest unoccupied orbital energy, Eh: -0.0031
HOMO-LUMO gap, eV: 10.449

Last column: Löwdin charge in e.
Cartesian coordinates (Å):
Cl1 0.30327 4.53173 9.70619  0.53
C1 0.67918 3.99388 11.34461  -0.64
C2 1.85703 2.89182 11.36013  -0.67
Cl2 1.35075 1.23730 11.02037  0.54
H1 -0.23221 3.63543 11.82312  0.06
H2 0.87548 4.87368 11.95739  0.06
H3 2.36119 3.01262 12.31894  0.06
H4 2.70478 3.06167 10.69638  0.05
C3 6.38167 -0.50387 3.72495  -0.07
C4 7.18338 -0.21373 4.96490  -0.13
O1 7.84787 -1.47008 5.09840  0.07
C5 7.22707 -2.45735 4.47838  -0.69
O2 7.41476 -3.60037 4.69786  0.18
O3 6.38118 -1.98189 3.64923  0.12
H5 6.93040 -0.02439 2.91433  0.13
H6 5.49159 0.10148 3.89643  0.13
H7 6.53371 0.04199 5.80193  0.12
H8 7.95175 0.55900 4.98945  0.14
C6 -7.16220 -2.82282 -3.79359  -0.13
C7 -8.08082 -1.78161 -4.42643  -0.15
O4 -9.23031 -1.92959 -3.66850  0.04
C8 -9.20581 -3.13300 -2.96270  -0.51
O5 -10.06759 -3.45296 -2.16856  0.15
O6 -8.08457 -3.76520 -3.30943  0.07
H9 -6.44808 -2.48119 -3.04430  0.13
H10 -6.54118 -3.24862 -4.58170  0.13
H11 -8.32222 -1.98607 -5.46951  0.13
H12 -7.68641 -0.76551 -4.41718  0.13
C9 -6.21092 -4.68535 1.61801  -0.10
C10 -5.07528 -5.32218 0.93684  -0.23
O7 -4.66428 -6.42101 1.64013  0.05
C11 -5.18650 -6.15188 2.96551  -0.57
O8 -4.88254 -6.77595 3.92428  0.18
O9 -5.92626 -5.13135 2.92102  0.11
H13 -7.17262 -5.00604 1.21752  0.14
H14 -6.15944 -3.59665 1.63154  0.14
H15 -4.16434 -4.73781 0.80722  0.14
H16 -5.41224 -5.60841 -0.05946  0.13
C12 3.39433 -6.62327 7.13411  -0.11
C13 2.44186 -5.42764 6.97314  -0.16
O10 2.05341 -5.53697 5.67130  0.06
C14 2.48651 -6.73209 5.12551  -0.52
O11 2.27421 -7.16235 3.95020  0.09
O12 3.15689 -7.34909 5.99607  0.11
H17 3.14360 -7.24428 7.99410  0.13
H18 4.43889 -6.33353 7.24835  0.14
H19 2.85554 -4.42692 7.09779  0.13
H20 1.63332 -5.48707 7.70172  0.13
C15 -1.90932 -0.58091 -8.28532  -0.08
C16 -1.16188 -1.32793 -9.31982  -0.11
O13 -1.43398 -0.49911 -10.47639  0.07
C17 -1.81294 0.71271 -10.23548  -0.56
O14 -2.26731 1.63390 -11.00393  0.07
O15 -1.85154 0.74205 -8.92120  0.05
H21 -1.38648 -0.62522 -7.32993  0.14
H22 -2.93102 -0.95655 -8.34118  0.14
H23 -1.52809 -2.33568 -9.51581  0.14
H24 -0.11064 -1.41904 -9.04656  0.13
C18 0.25033 8.84144 -0.38274  -0.13
C19 -0.70892 9.33536 0.73664  -0.15
O16 -1.28212 8.15487 1.19538  0.02
C20 -0.38781 7.09438 0.88774  -0.49
O17 -0.33285 6.05096 1.45031  0.17
O18 0.52921 7.53116 -0.01413  0.05
H25 1.19996 9.36417 -0.49704  0.13
H26 -0.26324 8.82652 -1.34405  0.13
H27 -1.58954 9.90908 0.44776  0.13
H28 -0.26794 9.84787 1.59162  0.13
C21 -0.67484 -0.87432 4.51527  -0.06
C22 -0.23204 -0.49357 3.02115  -0.21
O19 -1.33843 -0.51819 2.15201  0.00
C23 -1.16932 -0.37774 0.77495  -0.55
O20 -1.84380 -0.84137 -0.09768  0.13
O21 -0.08306 0.37316 0.55016  -0.05
C24 0.30856 0.74883 -0.79816  0.00
H29 -1.09640 -1.86450 4.68826  0.07
H30 -1.39626 -0.12340 4.83739  0.07
H31 0.21937 -0.94608 5.13441  0.07
H32 0.45852 -1.28184 2.72143  0.13
H33 0.08053 0.53860 3.17933  0.12
H34 1.39739 0.79597 -0.77978  0.09
H35 -0.23114 1.69273 -0.87486  0.11
H36 0.04744 -0.04197 -1.50140  0.09
C25 -6.05044 2.65806 8.50007  -0.05
C26 -4.88176 3.57812 8.87440  -0.21
O22 -5.05181 4.36644 10.05258  0.04
C27 -5.37738 5.64137 9.95175  -0.60
O23 -5.45032 6.29249 8.95998  0.16
O24 -5.65997 6.05056 11.21291  -0.02
C28 -6.99308 6.40005 11.64510  -0.04
H37 -5.81336 1.71787 8.00213  0.08
H38 -6.89964 3.10453 7.98274  0.08
H39 -6.42266 2.30508 9.46183  0.07
H40 -4.49086 4.13735 8.02437  0.12
H41 -4.00452 2.99269 9.14976  0.12
H42 -7.46693 7.28565 11.22168  0.09
H43 -6.93850 6.66929 12.69991  0.09
H44 -7.74479 5.61375 11.57604  0.09
C29 0.94541 5.91735 -6.63025  -0.07
C30 2.33772 5.57539 -6.23923  -0.28
O25 2.37292 4.26361 -5.79246  0.02
C31 2.71203 3.25967 -6.68418  -0.50
O26 2.47617 2.09428 -6.41181  0.11
O27 3.47172 3.68337 -7.75334  -0.05
C32 4.13759 2.62401 -8.55507  0.00
H45 0.60100 5.23842 -7.41034  0.09
H46 0.93961 6.89036 -7.12148  0.08
H47 0.21480 6.00715 -5.82636  0.08
H48 2.55825 6.19594 -5.37067  0.12
H49 3.16076 5.81198 -6.91356  0.13
H50 4.45940 1.79675 -7.92248  0.09
H51 5.04475 3.05532 -8.97830  0.09
H52 3.40819 2.22232 -9.25843  0.10
C33 -0.85641 -6.40798 -3.23496  -0.06
C34 -1.60143 -6.45621 -4.62094  -0.18
O28 -2.94729 -6.98026 -4.57026  0.04
C35 -3.68034 -6.85110 -5.66850  -0.57
O29 -3.59067 -5.93714 -6.53214  0.06
O30 -4.72524 -7.60925 -5.45964  0.01
C36 -5.85220 -7.60230 -6.32747  -0.03
H53 0.20940 -6.63414 -3.26613  0.07
H54 -1.12033 -7.16266 -2.49407  0.07
H55 -1.07175 -5.44972 -2.76222  0.07
H56 -1.03754 -7.14980 -5.24470  0.12
H57 -1.41525 -5.48172 -5.07236  0.12
H58 -5.88149 -6.87143 -7.13558  0.09
H59 -6.66088 -7.36929 -5.63475  0.10
H60 -5.99584 -8.58597 -6.77452  0.09
C37 5.01158 -3.51460 -4.96484  -0.06
C38 5.50803 -4.06521 -6.30777  -0.22
O31 4.50674 -4.52885 -7.19340  0.02
C39 4.58008 -4.49019 -8.53338  -0.50
O32 5.60203 -4.21770 -9.17588  0.10
O33 3.33789 -4.78465 -9.05598  -0.04
C40 3.16132 -5.00793 -10.41041  -0.07
H61 5.69831 -2.92373 -4.35872  0.08
H62 4.71649 -4.39835 -4.39914  0.07
H63 4.18185 -2.81683 -5.07773  0.08
H64 6.21237 -4.87743 -6.12806  0.13
H65 6.03717 -3.28072 -6.84879  0.12
H66 3.67589 -4.16384 -10.86956  0.10
H67 2.10701 -5.07434 -10.67902  0.10
H68 3.62601 -5.96904 -10.63047  0.10
C41 5.45293 4.45417 -0.15815  -0.05
C42 6.44522 5.50323 0.41491  -0.18
O34 5.98658 6.22889 1.55495  0.03
C43 5.73030 5.62925 2.69192  -0.60
O35 6.23674 4.62785 3.08033  0.13
O36 4.83758 6.31326 3.48036  -0.02
C44 4.54408 5.81223 4.76534  -0.06
H69 4.42368 4.65165 0.14147  0.08
H70 5.62042 3.49378 0.32936  0.07
H71 5.36290 4.37972 -1.24188  0.07
H72 6.55606 6.30956 -0.31010  0.12
H73 7.43333 5.13617 0.69236  0.12
H74 4.06182 6.56601 5.38772  0.09
H75 5.42692 5.52106 5.33449  0.09
H76 3.91341 4.93748 4.60667  0.10

***

Record 2
Formula: C23H44AlBr6ClNO4S
Source: the OMol25 dataset
Level of theory: ωB97M-V/def2-TZVPD

Results
Lowest unoccupied orbital energy, Eh: 0.0667
Charge: -1
HOMO-LUMO gap, eV: 6.701

Last column: Löwdin charge in e.
Cartesian coordinates (Å):
C1 6.32185 2.25777 2.73215  -0.11
C2 5.61102 0.89916 2.67052  -0.38
N1 4.20737 1.06279 2.25209  -0.08
Al1 3.94349 1.10798 0.37698  0.22
C3 2.24285 2.13331 0.01503  -0.23
C4 1.82262 2.15389 -1.45909  -0.28
C5 0.39091 2.60327 -1.74941  -0.22
C6 -0.66682 1.86030 -0.95149  -0.24
C7 -2.10543 2.27342 -1.27334  -0.20
C8 -3.07462 1.68635 -0.22474  -0.20
C9 -4.22093 0.93161 -0.90307  -0.18
C10 -5.20766 0.38326 0.10094  -0.17
O1 -6.01680 1.44627 0.64373  -0.02
C11 -7.35108 1.19194 0.67626  -0.51
C12 -7.99683 1.41443 2.02085  0.02
O2 -7.99821 0.83043 -0.30258  0.08
C13 3.57284 -0.74872 -0.39203  -0.22
C14 3.47360 -1.86027 0.66127  -0.31
C15 2.09778 -1.96365 1.33536  -0.22
C16 0.88273 -1.66602 0.46287  -0.27
S1 0.34806 -2.87920 -0.72801  0.34
O3 -0.72138 -3.65543 -0.16252  -0.38
O4 0.05034 -2.20139 -1.95581  -0.36
Cl1 1.86644 -4.18153 -1.08376  0.45
C17 5.61272 1.82970 -0.56020  -0.66
Br1 6.94594 0.47450 -0.97655  0.60
C18 5.86468 3.10032 -0.87521  -0.85
C19 4.91619 4.21341 -0.54627  -0.16
Br2 7.48604 3.67801 -1.75768  0.60
H1 6.79790 2.41207 3.69629  0.05
H2 5.56020 3.02495 2.62821  0.06
H3 7.04040 2.38160 1.92825  0.05
H4 6.16821 0.22560 2.01125  0.06
H5 5.63479 0.45846 3.66788  0.09
H6 3.64870 0.32355 2.65864  0.02
H7 1.47805 1.57721 0.57081  0.03
H8 2.21358 3.13692 0.44202  0.05
H9 2.00450 1.18559 -1.92294  0.09
H10 2.48334 2.86147 -1.96457  0.09
H11 0.18848 2.40747 -2.80700  0.11
H12 0.25669 3.67412 -1.59843  0.11
H13 -0.50804 2.09019 0.10267  0.10
H14 -0.55686 0.77847 -1.03728  0.11
H15 -2.13114 3.35866 -1.26097  0.11
H16 -2.34992 1.87242 -2.25396  0.10
H17 -2.51680 1.01214 0.42029  0.10
H18 -3.46845 2.48858 0.39339  0.11
H19 -4.71683 1.63192 -1.56806  0.13
H20 -3.77241 0.11266 -1.45926  0.09
H21 -4.65938 -0.05012 0.93511  0.12
H22 -5.82519 -0.38726 -0.35030  0.12
H23 -8.60746 0.54415 2.23035  0.09
H24 -7.27767 1.58487 2.80949  0.08
H25 -8.66839 2.26242 1.94098  0.09
H26 2.69048 -0.69147 -1.02944  0.02
H27 4.39435 -1.00629 -1.05869  0.02
H28 4.17337 -1.62749 1.46470  0.08
H29 3.82005 -2.80950 0.26327  0.06
H30 1.99555 -2.96308 1.75659  0.11
H31 2.04947 -1.24952 2.15310  0.11
H32 0.97162 -0.71496 -0.04531  0.07
H33 0.01069 -1.60030 1.10316  0.05
H34 4.33454 3.97160 0.33142  0.05
H35 5.49727 5.10178 -0.30920  0.06
H36 4.29796 4.44034 -1.40952  0.07
Br3 -1.03105 -5.54111 3.45995  0.61
C20 -2.81417 -4.77170 3.35136  -0.70
C21 -2.85738 -3.58503 2.42749  -0.68
Br4 -2.05557 -2.01113 3.24239  0.63
H37 -3.10880 -4.52206 4.36512  0.05
H38 -3.45100 -5.56781 2.97257  0.06
H39 -3.88763 -3.30915 2.21331  0.06
H40 -2.32423 -3.75702 1.49623  0.02
Br5 -2.77984 -1.15866 -4.34482  0.62
C22 -2.81606 -2.99932 -3.72497  -0.69
C23 -2.84856 -3.97731 -4.86609  -0.69
Br6 -4.60995 -4.07807 -5.69595  0.58
H41 -3.67420 -3.09340 -3.06828  0.05
H42 -1.90102 -3.11994 -3.14668  0.03
H43 -2.64182 -4.98292 -4.50793  0.06
H44 -2.14806 -3.72051 -5.65296  0.05

***

Record 3
Formula: C32H33BrN3O2PtSb
Source: the OMol25 dataset
Level of theory: ωB97M-V/def2-TZVPD

Results
Lowest unoccupied orbital energy (alpha / beta), Eh: -0.0011 / -0.0011
HOMO-LUMO gap (alpha / beta), eV: 6.619 / 6.619

Last column: Löwdin charge in e.
Cartesian coordinates (Å):
Pt1 -0.25944 1.00946 0.02809  0.64
C1 2.68918 -4.24652 -6.34792  -0.09
O1 2.71294 -5.54546 -5.78673  -0.08
C2 1.78263 -5.83291 -4.83839  -0.28
C3 1.89230 -7.08416 -4.23088  0.00
C4 1.00535 -7.44095 -3.23840  -0.03
C5 0.01697 -6.55908 -2.80074  -0.29
C6 -0.12587 -5.34114 -3.45937  -0.02
C7 0.74649 -4.97552 -4.47193  -0.01
N1 -0.78407 -7.06556 -1.73101  0.05
N2 -1.53878 -6.34342 -1.02203  0.06
C8 -1.28109 -5.02000 -0.63492  -0.26
C9 -2.41930 -4.27572 -0.39339  -0.02
C10 -2.38160 -2.89390 -0.22265  -0.02
C11 -1.18576 -2.17643 -0.23087  -0.33
O2 -1.22333 -0.87823 -0.11854  -0.40
C12 0.04095 -2.96198 -0.33125  -0.14
N3 1.21708 -2.29508 -0.23627  0.05
C13 2.33317 -2.98270 -0.22398  -0.16
C14 2.37948 -4.38435 -0.25723  -0.04
C15 1.20661 -5.06775 -0.38442  -0.01
C16 -0.01597 -4.36699 -0.47570  -0.11
H1 3.55157 -4.18628 -7.00588  0.09
H2 2.76714 -3.47939 -5.57314  0.09
H3 1.77907 -4.08096 -6.93008  0.09
H4 2.67477 -7.75689 -4.55476  0.12
H5 1.07299 -8.41006 -2.76058  0.11
H6 -0.93448 -4.67198 -3.20069  0.12
H7 0.60802 -4.02387 -4.96395  0.10
H8 -3.36747 -4.79882 -0.41192  0.11
H9 -3.30263 -2.33795 -0.11126  0.09
H10 3.25536 -2.41299 -0.15833  0.09
H11 3.32631 -4.90102 -0.18020  0.10
H12 1.20497 -6.14922 -0.39308  0.12
Br1 2.06802 0.51951 -0.57563  0.94
C17 2.66932 2.31189 -0.52954  -0.57
C18 3.96893 2.59260 -0.81993  -0.12
C19 4.38693 3.93964 -0.78362  -0.08
C20 3.49670 4.91908 -0.45550  -0.03
C21 2.14887 4.61600 -0.13683  -0.17
C22 1.23707 5.63599 0.22043  -0.05
C23 -0.04367 5.30498 0.53543  -0.08
C24 -0.47610 3.95999 0.50374  -0.15
C25 0.33934 2.90810 0.14358  -0.33
C26 1.69998 3.27146 -0.17399  -0.23
H13 4.66662 1.80563 -1.07230  0.10
H14 5.41481 4.18432 -1.01564  0.11
H15 3.80919 5.95595 -0.43396  0.11
H16 1.57704 6.66381 0.24870  0.11
H17 -0.74947 6.07776 0.81657  0.10
H18 -1.49526 3.77298 0.79930  0.01
C27 -3.96885 4.06068 -0.29332  -0.17
C28 -3.90964 3.04484 0.84666  -0.41
Sb1 -2.75251 1.29130 0.44615  1.46
C29 -3.60072 -0.00798 1.88336  -0.40
C30 -5.02910 -0.42457 1.54065  -0.18
C31 -3.69645 0.72596 -1.38183  -0.40
C32 -2.84207 1.01231 -2.61305  -0.19
H19 -4.78211 4.77058 -0.13334  0.07
H20 -4.14512 3.58157 -1.25767  0.05
H21 -3.04848 4.63552 -0.37957  0.05
H22 -4.90342 2.63771 1.04704  0.05
H23 -3.55841 3.49743 1.77554  0.06
H24 -3.56436 0.51469 2.84128  0.06
H25 -2.93042 -0.86269 1.95100  0.04
H26 -5.71767 0.42190 1.55625  0.06
H27 -5.39631 -1.15433 2.26419  0.07
H28 -5.09641 -0.88480 0.55519  0.05
H29 -4.64855 1.25804 -1.43380  0.06
H30 -3.90507 -0.34059 -1.30371  0.04
H31 -2.68608 2.08291 -2.75954  0.06
H32 -3.32082 0.61616 -3.51042  0.07
H33 -1.85758 0.55082 -2.52441  0.05

***

Record 4
Formula: C3H3FO
Source: the OMol25 dataset
Level of theory: ωB97M-V/def2-TZVPD

Results
Lowest unoccupied orbital energy, Eh: 0.0074
HOMO-LUMO gap, eV: 10.079

Last column: Löwdin charge in e.
Cartesian coordinates (Å):
C1 1.46032 0.39774 -0.04143  0.05
C2 0.29198 -0.27163 -0.02377  -0.28
C3 -2.02237 -0.50188 0.21750  0.02
O1 -0.91718 0.26582 -0.25296  -0.06
F1 -3.06335 0.20225 -0.11657  0.06
H1 2.25974 -0.28620 0.15596  0.05
H2 0.36731 -1.25439 0.34337  0.09
H3 1.62356 1.44827 -0.28211  0.07

***

F_max in eV/Å, matching the order above: 6.84, 2.12, 2.03, 3.81
E in eV, matching the order above: -145607.7235, -484457.3971, -122109.1621, -7921.2358